A.
Below is a single CH7N2O2P molecule, with properties calculated with the ωB97M-V functional and the def2-TZVPD basis.

Structure (XYZ):
```
13
Properties=species:S:1:pos:R:3:lowdin_charge:R:1
C -1.262 -0.041 1.290 -0.12
N 1.336 1.218 -0.551 -0.06
N 0.756 -0.996 -1.826 -0.07
O -1.261 1.239 -1.842 -0.55
O -0.396 -0.627 0.331 -0.30
P 0.072 0.224 -0.936 0.60
H -1.882 -0.846 1.686 0.09
H -1.893 0.714 0.817 0.08
H -0.687 0.404 2.105 0.08
H 1.107 2.200 -0.548 0.06
H 1.922 0.914 0.212 0.06
H 0.981 -0.626 -2.743 0.06
H 0.114 -1.776 -1.918 0.06
```

Properties
Highest occupied orbital energy = -8.91 eV
Molecular weight = 110.05 g/mol
LUMO = 0.655 eV
SMILES = COP(N)(N)=O


B.
Below is a single CH7N2O2P molecule, with properties calculated with the ωB97M-V functional and the def2-TZVPD basis.

Structure (XYZ):
```
13
Properties=species:S:1:pos:R:3:lowdin_charge:R:1
C 1.797 0.749 -0.546 -0.11
N -1.410 -0.512 -1.157 -0.07
N -1.045 -0.721 1.507 -0.03
O -0.736 1.697 0.470 -0.36
O 0.880 -0.389 -0.249 -0.32
P -0.626 0.161 0.164 0.44
H 2.711 0.280 -0.871 0.06
H 1.856 1.276 0.474 0.10
H 1.526 1.544 -1.318 0.10
H -2.456 -0.775 -1.043 0.11
H -0.970 -1.414 -1.043 0.02
H -0.753 -0.255 2.291 0.02
H -0.775 -1.640 1.321 0.03
```

Properties
Highest occupied orbital energy = -10.38 eV
Molecular weight = 110.05 g/mol
LUMO = 0.629 eV
SMILES = COP(N)(N)=O


C.
Below is a single CH7N2O2P molecule, with properties calculated with the ωB97M-V functional and the def2-TZVPD basis.

Structure (XYZ):
```
13
Properties=species:S:1:pos:R:3:lowdin_charge:R:1
C -0.592 1.134 0.169 -0.26
N 2.440 -0.764 0.401 -0.07
N -1.371 -1.412 -0.246 -0.22
O 2.570 0.391 -0.373 -0.12
O 0.988 -1.012 0.553 -0.43
P -0.032 -0.544 -0.708 0.77
H 0.315 1.693 0.555 0.02
H -1.264 1.950 -0.288 0.05
H -1.137 0.734 1.017 0.00
H 2.512 1.248 0.018 0.07
H 2.721 -1.584 -0.169 0.12
H -1.194 -1.851 0.647 0.04
H -1.546 -2.158 -0.918 0.03
```

Properties
Highest occupied orbital energy = -8.62 eV
Molecular weight = 110.05 g/mol
LUMO = 1.047 eV
SMILES = CP(N)ONO


D.
Below is a single CH7N2O2P molecule, with properties calculated with the ωB97M-V functional and the def2-TZVPD basis.

Structure (XYZ):
```
13
Properties=species:S:1:pos:R:3:lowdin_charge:R:1
C 1.263 0.282 -1.127 -0.17
N -1.750 -1.367 -0.409 0.01
N 0.955 0.498 1.689 -0.06
O -1.244 1.736 -0.262 -0.59
O -0.624 -1.078 0.447 -0.32
P 0.073 0.305 0.297 0.71
H 2.087 0.936 -0.941 0.03
H 1.460 -0.864 -1.074 0.08
H 0.554 0.653 -1.881 0.04
H -1.847 -0.805 -1.299 0.11
H -2.625 -1.432 0.074 0.08
H 0.837 -0.239 2.281 0.01
H 0.861 1.375 2.205 0.08
```

Properties
Highest occupied orbital energy = -8.59 eV
Molecular weight = 110.05 g/mol
LUMO = 0.676 eV
SMILES = C[P@@](N)(=O)ON


Which one is most stable, and which one is least stable? B is the most stable of them, while D is the least stable.


A.
Below is 2 unconnected molecules or ions with the total composition C4H12OS, with properties calculated with the ωB97M-V functional and the def2-TZVPD basis.

Structure (XYZ):
```
18
Properties=species:S:1:pos:R:3:lowdin_charge:R:1
C 0.436 4.683 -1.025 -0.20
C 1.488 3.620 -0.793 -0.64
S 2.833 4.338 0.187 0.68
H -0.181 4.780 -0.135 0.07
H -0.222 4.382 -1.839 0.07
H 0.807 5.690 -1.221 0.06
H 1.044 2.761 -0.331 0.06
H 1.924 3.243 -1.711 0.06
H 3.643 3.284 0.338 -0.16
C -0.776 -3.773 0.798 -0.30
O -1.116 -3.764 2.191 -0.09
C -1.962 -4.367 0.063 -0.10
H -0.643 -2.726 0.519 0.10
H 0.121 -4.324 0.607 0.10
H -0.413 -4.143 2.728 0.08
H -1.857 -5.454 -0.024 0.07
H -2.908 -4.215 0.590 0.07
H -2.217 -4.013 -0.941 0.07
```

Properties
Highest occupied orbital energy = -8.99 eV
Molecular weight = 108.21 g/mol
LUMO = 0.825 eV
SMILES = CCO.CCS


B.
Below is 2 unconnected molecules or ions with the total composition C4H12OS, with properties calculated with the ωB97M-V functional and the def2-TZVPD basis.

Structure (XYZ):
```
18
Properties=species:S:1:pos:R:3:lowdin_charge:R:1
C 0.296 0.566 2.920 -0.16
O 0.170 -0.833 3.201 -0.14
H -0.630 -0.978 3.730 0.08
H 0.153 1.121 3.841 0.07
H 1.329 0.686 2.613 0.08
H -0.439 0.898 2.196 0.06
C 0.872 0.323 -0.891 -0.56
C 1.698 -0.961 -0.880 -0.19
C -1.473 0.858 -2.452 -0.44
S -0.885 -0.080 -1.041 0.80
H 0.984 0.754 0.100 0.03
H 1.313 1.025 -1.584 0.08
H 2.740 -0.736 -0.602 0.07
H 1.821 -1.454 -1.856 0.07
H -0.662 1.185 -3.092 0.03
H -2.203 0.278 -3.032 0.03
H -2.054 1.742 -2.156 0.03
H 1.222 -1.686 -0.231 0.06
```

Properties
Highest occupied orbital energy = -8.35 eV
Molecular weight = 108.21 g/mol
LUMO = 0.929 eV
SMILES = CCSC.CO


C.
Below is 2 unconnected molecules or ions with the total composition C4H12OS, with properties calculated with the ωB97M-V functional and the def2-TZVPD basis.

Structure (XYZ):
```
18
Properties=species:S:1:pos:R:3:lowdin_charge:R:1
C 0.316 0.929 2.522 -0.14
C 1.131 1.058 1.264 -0.33
C 0.775 0.060 0.131 -0.55
S 0.996 -1.669 0.525 0.79
C -0.622 -2.092 1.257 -0.40
H -0.719 1.225 2.333 0.08
H 0.634 1.683 3.249 0.07
H 0.399 -0.051 2.983 0.06
H 1.052 2.064 0.849 0.10
H 2.185 0.847 1.472 0.10
H -0.261 0.220 -0.191 0.08
H 1.360 0.396 -0.724 0.07
H -1.007 -1.211 1.766 0.01
H -0.655 -2.999 1.848 0.03
H -1.304 -2.248 0.418 0.03
H -2.538 2.042 -4.809 0.02
H -3.232 3.344 -4.946 0.03
O -2.670 2.747 -5.437 -0.05
```

Properties
Highest occupied orbital energy = -8.48 eV
Molecular weight = 108.21 g/mol
LUMO = 0.674 eV
SMILES = CCCSC.O


Which one is most stable, and which one is least stable? C is the most stable of them, while B is the least stable.


A.
Below is 3 unconnected molecules or ions with the total composition C3H9NS, with properties calculated with the ωB97M-V functional and the def2-TZVPD basis.

Structure (XYZ):
```
14
Properties=species:S:1:pos:R:3:lowdin_charge:R:1
C 0.329 -0.878 -0.659 -0.35
C -0.889 -0.793 0.280 -0.35
C -0.713 0.755 0.900 -0.57
H -0.001 0.555 -2.460 0.20
H 1.594 0.467 -1.529 0.11
H 1.472 -1.317 -0.469 0.17
H -0.010 -1.583 -1.418 0.07
H -0.978 -1.601 1.221 0.12
H -2.019 -0.843 -0.218 0.13
H -1.673 1.761 1.411 0.14
H -0.035 1.432 -0.210 0.14
H 1.890 1.243 2.055 -0.04
N 0.506 0.486 -1.329 -0.15
S 0.527 0.315 2.424 0.38
```

Properties
Highest occupied orbital energy = -8.18 eV
Molecular weight = 91.18 g/mol
LUMO = 0.495 eV


B.
Below is a single C3H9NS molecule, with properties calculated with the ωB97M-V functional and the def2-TZVPD basis.

Structure (XYZ):
```
14
Properties=species:S:1:pos:R:3:lowdin_charge:R:1
C 0.654 1.673 1.904 -0.40
S 1.423 0.824 0.408 0.70
H 1.497 2.180 2.333 0.01
H -0.018 1.060 2.503 0.03
H 0.020 2.449 1.481 0.01
C -0.298 -2.021 -1.121 -0.13
C -0.131 0.541 -0.685 -0.48
N -0.775 -0.720 -0.619 -0.18
H 0.352 -1.791 -1.977 0.07
H 0.457 -2.548 -0.503 0.07
H -1.084 -2.692 -1.474 0.08
H -0.687 1.399 -0.331 0.06
H 0.250 0.654 -1.696 0.06
H -1.659 -1.009 -0.222 0.10
```

Properties
Highest occupied orbital energy = -8.27 eV
Molecular weight = 91.18 g/mol
LUMO = 1.077 eV
SMILES = CNCSC


Which one is most stable, and which one is least stable? B is the most stable of them, while A is the least stable.